Molecular formula: C5H11NO
Method: DFT, ωB97M-V/def2-TZVPD

Atoms and positions in Å:
N (-1.54095, 0.97044, -1.50518)
C (-1.37480, 0.42747, -0.15328)
C (-0.61207, -0.87917, -0.10984)
C (0.67170, -0.93140, 0.45690)
C (1.62839, -1.96055, 0.54579)
C (3.00805, -1.75665, 1.11421)
H (-0.73267, 0.81518, -2.07848)
H (-2.35677, 0.36489, 0.30791)
H (-0.75806, 1.16487, 0.42404)
H (-1.01338, -1.73837, -0.64239)
H (1.00475, -0.00124, 0.95064)
H (1.42484, -2.84566, -0.03035)
H (3.30677, -2.67965, 1.66088)
H (3.79426, -1.53711, 0.38567)
H (3.02850, -0.94355, 1.78371)
H (-1.86951, 4.07882, -0.18835)
H (-1.69254, 1.95459, -1.42410)
O (-1.65964, 3.14699, -0.21695)

Summary:
largest force on an atom = 3.587 eV/A
gap between HOMO and LUMO = 3.60 eV
energy above the lowest of the compared OMol25 structures with the same formula, charge and spin = 6.6672 eV
E_HOMO = -6.84 eV
LUMO level = -3.235 eV
calculated total energy = -326.88633 a.u.
charge = 0

These are the Löwdin partial charges, in e, on atoms 1 to 8: atom 1 (N): 0.007, atom 2 (C): -0.276, atom 3 (C): 0.060, atom 4 (C): -0.081, atom 5 (C): -0.020, atom 6 (C): -0.065, atom 7 (H): 0.055, atom 8 (H): 0.131



Molecular formula: C5H11NO
Method: DFT, ωB97M-V/def2-TZVPD

Atoms and positions in Å:
C (-1.05594, -0.34735, -2.11431)
C (-0.19796, -1.18295, -1.14594)
C (-0.51798, -0.75153, 0.26807)
O (-1.33859, -1.27256, 0.99899)
N (0.18031, 0.34490, 0.73590)
C (-0.12027, 0.63763, 2.14909)
C (1.45067, 0.97787, 0.31277)
H (-0.96771, 0.73396, -1.92180)
H (-0.68881, -0.45165, -3.13100)
H (-2.06364, -0.73941, -2.01963)
H (0.89361, -1.02549, -1.15303)
H (-0.37682, -2.26646, -1.16460)
H (0.45875, 1.50762, 2.43170)
H (-1.20245, 0.65875, 2.27365)
H (0.18893, -0.14708, 2.84286)
H (2.20233, 0.19061, 0.44677)
H (1.44908, 1.29656, -0.72887)
H (1.70650, 1.83659, 0.91939)

Summary:
largest force on an atom = 2.014 eV/A
gap between HOMO and LUMO = 9.94 eV
energy above the lowest of the compared OMol25 structures with the same formula, charge and spin = 1.0299 eV
E_HOMO = -9.06 eV
LUMO level = 0.883 eV
calculated total energy = -327.09350 a.u.
SMILES = CCC(=O)N(C)C
charge = 0

These are the Löwdin partial charges, in e, on atoms 1 to 8: atom 1 (C): -0.076, atom 2 (C): -0.158, atom 3 (C): -0.508, atom 4 (O): 0.049, atom 5 (N): -0.140, atom 6 (C): -0.059, atom 7 (C): -0.048, atom 8 (H): 0.080



Molecular formula: C5H11NO
Method: DFT, ωB97M-V/def2-TZVPD

Atoms and positions in Å:
C (2.40796, 1.44452, 0.10207)
C (0.27041, -1.05344, 1.46799)
N (-0.12788, -0.96290, 0.24063)
C (-0.68102, -1.79824, -0.81480)
C (-0.57008, -0.31798, -0.84525)
C (-1.63559, 0.72683, -0.83861)
O (-2.85065, 0.31186, -0.21856)
H (3.06023, 0.65586, 0.48596)
H (1.94272, 1.97012, 0.94106)
H (2.99947, 2.15582, -0.47975)
H (0.53114, -2.02788, 1.86158)
H (0.41228, -0.14799, 2.04738)
H (0.02208, -2.41398, -1.37660)
H (-1.60738, -2.30098, -0.51504)
H (1.63412, 1.00420, -0.53540)
H (-1.24034, 1.64018, -0.36845)
H (-1.90773, 0.97703, -1.86642)
H (-2.65973, 0.13698, 0.71220)

Summary:
largest force on an atom = 0.396 eV/A
gap between HOMO and LUMO = 8.26 eV
energy above the lowest of the compared OMol25 structures with the same formula, charge and spin = 4.7650 eV
E_HOMO = -7.54 eV
LUMO level = 0.720 eV
calculated total energy = -326.95624 a.u.
charge = 0

These are the Löwdin partial charges, in e, on atoms 1 to 8: atom 1 (C): -0.055, atom 2 (C): 0.038, atom 3 (N): -0.152, atom 4 (C): -0.041, atom 5 (C): -0.191, atom 6 (C): -0.231, atom 7 (O): -0.066, atom 8 (H): 0.018



Molecular formula: C5H11NO
Method: DFT, ωB97M-V/def2-TZVPD

Atoms and positions in Å:
C (-0.99467, -1.10575, -1.14093)
C (-0.19466, -0.09867, -0.78765)
C (-0.72491, 1.26031, -0.43708)
C (1.30619, -0.25103, -1.14035)
N (1.98958, 0.90888, -1.28607)
O (1.86383, -1.31749, -1.30425)
H (-2.06266, -1.05962, -1.00523)
H (-0.57860, -2.05194, -1.44560)
H (-0.19718, 1.65776, 0.42996)
H (-0.61197, 1.96532, -1.26062)
H (-1.78523, 1.19961, -0.20135)
H (1.54513, 1.80185, -1.16184)
H (2.96155, 0.87079, -1.54478)
C (-0.50694, -0.76237, 2.46191)
H (-0.82560, -1.67297, 2.95333)
H (-1.35713, -0.09679, 2.38395)
H (0.26877, -0.28268, 3.04633)
H (-0.09551, -0.96522, 1.44029)

Summary:
largest force on an atom = 1.820 eV/A
gap between HOMO and LUMO = 10.55 eV
energy above the lowest of the compared OMol25 structures with the same formula, charge and spin = 0.9020 eV
E_HOMO = -9.78 eV
LUMO level = 0.777 eV
calculated total energy = -327.09820 a.u.
SMILES = C=C(C)C(N)=O.C
charge = 0

These are the Löwdin partial charges, in e, on atoms 1 to 8: atom 1 (C): 0.077, atom 2 (C): -0.299, atom 3 (C): -0.083, atom 4 (C): -0.514, atom 5 (N): 0.165, atom 6 (O): 0.045, atom 7 (H): 0.072, atom 8 (H): 0.075



Molecular formula: C5H11NO
Method: DFT, ωB97M-V/def2-TZVPD

Atoms and positions in Å:
C (1.24596, 0.36347, -1.75686)
C (1.46473, 0.78626, -0.31210)
N (0.22308, 0.57403, 0.35269)
C (-0.24747, 0.85697, 1.64457)
C (-0.32355, -0.58148, 0.92556)
C (-1.69841, -1.06725, 0.54489)
O (-1.78645, -1.73778, -0.69556)
H (2.14679, 0.49034, -2.35845)
H (0.43409, 0.95898, -2.19048)
H (0.94240, -0.69085, -1.79014)
H (2.32597, 0.26108, 0.13599)
H (1.65148, 1.86309, -0.23362)
H (0.28020, 0.81513, 2.59257)
H (-0.92810, 1.73256, 1.60848)
H (0.39444, -1.42298, 1.08728)
H (-2.03196, -1.79010, 1.29911)
H (-2.35673, -0.19270, 0.59684)
H (-1.58161, -1.08593, -1.37727)

Summary:
largest force on an atom = 1.361 eV/A
gap between HOMO and LUMO = 9.83 eV
energy above the lowest of the compared OMol25 structures with the same formula, charge and spin = 3.0400 eV
E_HOMO = -8.73 eV
LUMO level = 1.102 eV
calculated total energy = -327.01963 a.u.
SMILES = CCN1C[C@H]1CO
charge = 0

These are the Löwdin partial charges, in e, on atoms 1 to 8: atom 1 (C): -0.092, atom 2 (C): -0.249, atom 3 (N): -0.175, atom 4 (C): -0.077, atom 5 (C): -0.212, atom 6 (C): -0.249, atom 7 (O): -0.063, atom 8 (H): 0.068



Molecular formula: C5H11NO
Method: DFT, ωB97M-V/def2-TZVPD

Atoms and positions in Å:
C (2.19677, -0.24740, -1.21056)
C (2.03909, 0.01886, 0.15931)
N (-0.04456, -0.18293, 0.08021)
C (-0.74740, -1.36569, 0.54093)
C (-0.68414, 1.05001, 0.09453)
O (-0.04869, 2.08074, -0.08236)
C (-2.18829, 1.09439, 0.30402)
H (2.57942, -1.21651, -1.51966)
H (2.37307, 0.59172, -1.87841)
H (0.85551, -0.31510, -0.96980)
H (1.94336, 1.03881, 0.51697)
H (2.18470, -0.75389, 0.90991)
H (-1.01135, -1.31310, 1.60585)
H (-1.66845, -1.56197, -0.02387)
H (-0.09008, -2.23322, 0.40279)
H (-2.51979, 2.13140, 0.23710)
H (-2.46088, 0.68850, 1.28507)
H (-2.70828, 0.49540, -0.45204)

Summary:
largest force on an atom = 0.343 eV/A
gap between HOMO and LUMO = 8.96 eV
energy above the lowest of the compared OMol25 structures with the same formula, charge and spin = 4.1343 eV
E_HOMO = -8.41 eV
LUMO level = 0.553 eV
calculated total energy = -326.97941 a.u.
charge = 0

These are the Löwdin partial charges, in e, on atoms 1 to 8: atom 1 (C): -0.138, atom 2 (C): -0.011, atom 3 (N): -0.135, atom 4 (C): -0.124, atom 5 (C): -0.533, atom 6 (O): 0.029, atom 7 (C): -0.016, atom 8 (H): 0.062



Molecular formula: C5H11NO
Method: DFT, ωB97M-V/def2-TZVPD

Atoms and positions in Å:
C (-1.96640, -1.24764, 0.17005)
C (-1.40210, 0.13105, 0.29630)
C (-0.23840, 0.57521, -0.16547)
C (0.22195, 1.98217, 0.06992)
C (0.75706, -0.30420, -0.88389)
N (1.57196, -1.13627, 0.00082)
O (2.43995, -0.32724, 0.80370)
H (-2.02000, -1.71762, 1.15324)
H (-1.37301, -1.88260, -0.48189)
H (-2.98250, -1.19646, -0.22127)
H (-2.03856, 0.82058, 0.83782)
H (1.15505, 1.96819, 0.63290)
H (-0.51716, 2.55210, 0.62694)
H (0.40998, 2.48337, -0.87981)
H (0.25915, -1.00267, -1.56054)
H (1.44778, 0.30792, -1.46935)
H (0.96446, -1.59605, 0.67769)
H (3.31079, -0.40982, 0.39283)

Summary:
largest force on an atom = 0.638 eV/A
gap between HOMO and LUMO = 9.77 eV
energy above the lowest of the compared OMol25 structures with the same formula, charge and spin = 2.8323 eV
E_HOMO = -8.73 eV
LUMO level = 1.042 eV
calculated total energy = -327.02726 a.u.
SMILES = C/C=C(/C)CNO
charge = 0

These are the Löwdin partial charges, in e, on atoms 1 to 8: atom 1 (C): -0.097, atom 2 (C): -0.132, atom 3 (C): -0.303, atom 4 (C): -0.064, atom 5 (C): -0.189, atom 6 (N): -0.093, atom 7 (O): -0.087, atom 8 (H): 0.076



Molecular formula: C5H11NO
Method: DFT, ωB97M-V/def2-TZVPD

Atoms and positions in Å:
C (3.03757, 0.65473, -0.26303)
O (1.77670, 0.95094, 0.27619)
C (0.86283, -0.10733, 0.05100)
C (-0.22090, -0.19022, 1.13335)
N (-1.13572, -0.64102, 0.00984)
C (-2.59771, -0.56744, 0.07943)
C (-0.31113, 0.26163, -0.88349)
H (3.74419, 1.41959, 0.08319)
H (3.02830, 0.66776, -1.36658)
H (3.38471, -0.33974, 0.05066)
H (-0.79806, -1.58016, -0.21353)
H (-0.16764, -0.89719, 1.97076)
H (-0.64903, 0.77223, 1.48463)
H (-2.89679, 0.45073, 0.33063)
H (-2.95994, -1.25868, 0.84509)
H (-3.01566, -0.84451, -0.89232)
H (-0.74362, 1.27472, -0.75419)
H (-0.33812, -0.02605, -1.94164)

Summary:
largest force on an atom = 0.508 eV/A
gap between HOMO and LUMO = 6.80 eV
energy above the lowest of the compared OMol25 structures with the same formula, charge and spin = 5.2447 eV
E_HOMO = -6.21 eV
LUMO level = 0.595 eV
calculated total energy = -326.93861 a.u.
charge = 0

These are the Löwdin partial charges, in e, on atoms 1 to 8: atom 1 (C): -0.160, atom 2 (O): -0.210, atom 3 (C): -0.341, atom 4 (C): -0.118, atom 5 (N): -0.178, atom 6 (C): -0.017, atom 7 (C): -0.117, atom 8 (H): 0.077



Molecular formula: C5H11NO
Method: DFT, ωB97M-V/def2-TZVPD

Atoms and positions in Å:
C (-0.14413, -0.01347, 2.95570)
C (-0.32388, -0.96465, 2.00948)
C (-0.24668, -0.58983, 0.58590)
C (-0.37315, -1.48704, -0.39950)
N (-0.18911, -1.19519, -1.73630)
C (-0.15524, 0.11896, -2.38394)
H (-0.00308, -0.37426, 3.96630)
H (-0.47200, 0.99321, 2.71514)
H (-0.20962, -1.97562, 2.39188)
H (-0.49524, 0.44901, 0.37042)
H (-0.50112, -2.54601, -0.22561)
H (0.18443, -1.83062, -2.41210)
H (-1.01012, 0.71997, -2.07883)
H (-0.23353, -0.03993, -3.46409)
H (0.81834, 0.61262, -2.30800)
O (0.78543, 2.90236, 0.06951)
H (1.50211, 3.14697, -0.52103)
H (1.06657, 2.07350, 0.46506)

Summary:
largest force on an atom = 2.499 eV/A
gap between HOMO and LUMO = 8.28 eV
energy above the lowest of the compared OMol25 structures with the same formula, charge and spin = 2.7402 eV
E_HOMO = -7.45 eV
LUMO level = 0.834 eV
calculated total energy = -327.03065 a.u.
SMILES = C=C/C=C/NC.O
charge = 0

These are the Löwdin partial charges, in e, on atoms 1 to 8: atom 1 (C): -0.027, atom 2 (C): -0.199, atom 3 (C): -0.141, atom 4 (C): -0.156, atom 5 (N): -0.095, atom 6 (C): -0.102, atom 7 (H): 0.040, atom 8 (H): 0.052



Molecular formula: C5H11NO
Method: DFT, ωB97M-V/def2-TZVPD

Atoms and positions in Å:
C (-1.99976, -0.11325, -0.87912)
C (-1.63209, 1.04743, 0.04464)
C (-0.51986, 0.70321, 1.04031)
C (0.81163, 0.50417, 0.33450)
O (1.36863, 1.41575, -0.25875)
N (1.32528, -0.75452, 0.40424)
C (2.55208, -1.12182, -0.26768)
H (-2.80845, 0.16942, -1.56163)
H (-1.14507, -0.42266, -1.49176)
H (-2.33963, -0.98761, -0.30928)
H (-1.29673, 1.90468, -0.54890)
H (-2.51891, 1.36637, 0.60526)
H (-0.37066, 1.53460, 1.73658)
H (-0.80579, -0.17526, 1.63505)
H (0.77906, -1.46329, 0.86610)
H (2.85978, -0.27044, -0.87758)
H (2.38628, -1.98771, -0.91564)
H (3.35420, -1.34906, 0.44366)

Summary:
largest force on an atom = 0.347 eV/A
gap between HOMO and LUMO = 10.56 eV
energy above the lowest of the compared OMol25 structures with the same formula, charge and spin = 0.1118 eV
E_HOMO = -9.66 eV
LUMO level = 0.898 eV
calculated total energy = -327.12724 a.u.
SMILES = CCCC(=O)NC
charge = 0

These are the Löwdin partial charges, in e, on atoms 1 to 8: atom 1 (C): -0.110, atom 2 (C): -0.255, atom 3 (C): -0.132, atom 4 (C): -0.519, atom 5 (O): 0.045, atom 6 (N): 0.005, atom 7 (C): -0.072, atom 8 (H): 0.070



Molecular formula: C5H11NO
Method: DFT, ωB97M-V/def2-TZVPD

Atoms and positions in Å:
C (0.41484, -1.14461, 1.30069)
N (0.60180, -0.01060, 0.78160)
C (1.53002, 0.18438, -0.32725)
C (1.50585, -0.84632, -1.45595)
H (0.92257, -2.06756, 1.00192)
H (-0.34108, -1.22733, 2.08982)
H (1.29392, 1.16447, -0.75629)
H (2.52708, 0.25494, 0.12024)
H (2.24241, -0.55347, -2.21236)
H (0.52123, -0.85808, -1.93405)
H (1.75891, -1.85771, -1.12230)
C (-2.02992, 1.44085, 0.80204)
C (-1.59603, 0.42079, -0.21133)
O (-1.19969, 0.68621, -1.32632)
H (-2.01768, 2.42812, 0.33779)
H (-1.36963, 1.44034, 1.67597)
H (-3.03990, 1.17940, 1.13203)
H (-1.72469, -0.63381, 0.10375)

Summary:
largest force on an atom = 0.592 eV/A
gap between HOMO and LUMO = 10.50 eV
energy above the lowest of the compared OMol25 structures with the same formula, charge and spin = 2.2198 eV
E_HOMO = -9.49 eV
LUMO level = 1.011 eV
calculated total energy = -327.04977 a.u.
SMILES = C=NCC.CC=O
charge = 0

These are the Löwdin partial charges, in e, on atoms 1 to 8: atom 1 (C): -0.059, atom 2 (N): -0.062, atom 3 (C): -0.278, atom 4 (C): -0.098, atom 5 (H): 0.080, atom 6 (H): 0.078, atom 7 (H): 0.103, atom 8 (H): 0.112



Molecular formula: C5H11NO
Method: DFT, ωB97M-V/def2-TZVPD

Atoms and positions in Å:
C (-1.48844, -2.45312, -0.69505)
C (-1.05011, -1.28685, -1.15727)
C (-0.70942, -0.11099, -0.30662)
C (0.43456, 0.52214, -0.66068)
C (0.96594, 1.70234, 0.14983)
N (1.76906, 2.61422, -0.74444)
H (-1.95944, -3.03361, -1.50206)
H (-1.71141, -2.74391, 0.33682)
H (-0.72940, -1.26921, -2.15809)
H (-1.38083, 0.22812, 0.40028)
H (1.11818, -0.25016, -0.98804)
H (1.51072, 1.29281, 0.94004)
H (0.10616, 2.10526, 0.46600)
H (1.70168, 3.42082, -0.16871)
H (1.15387, 2.65988, -1.52609)
O (-0.15801, -1.01720, 2.60223)
H (0.24599, -1.77020, 2.94881)
H (-0.08998, -1.04292, 1.66300)

Summary:
largest force on an atom = 5.000 eV/A
gap between HOMO and LUMO = 9.66 eV
energy above the lowest of the compared OMol25 structures with the same formula, charge and spin = 3.7622 eV
E_HOMO = -9.16 eV
LUMO level = 0.505 eV
calculated total energy = -326.99309 a.u.
SMILES = C=C/C=C/CN.O
charge = 0

These are the Löwdin partial charges, in e, on atoms 1 to 8: atom 1 (C): 0.003, atom 2 (C): -0.189, atom 3 (C): -0.126, atom 4 (C): -0.088, atom 5 (C): -0.248, atom 6 (N): 0.014, atom 7 (H): 0.060, atom 8 (H): 0.063



Which of these has the lowest gap between HOMO and LUMO? number 1